The following is a DFT calculation (ωB97M-V/def2-TZVPD) of C3H5NO3 in the gas phase.

Each atom is followed by the atoms it is bonded to, with distances in Å.
Geometry (Å):
1 N -1.769 -0.731 0.267  C2 1.365, H8 1.009, H9 1.011
2 C -0.497 -0.466 0.683  N1 1.365, O3 1.214, C4 1.534
3 O 0.179 -1.225 1.346  C2 1.214
4 C 0.010 0.938 0.329  C2 1.534, O5 1.426, H10 1.096, H11 1.093
5 O 1.394 0.882 -0.011  C4 1.426, C6 1.338
6 C 1.641 0.107 -1.073  O5 1.338, O7 1.203, H12 1.095
7 O 0.796 -0.430 -1.741  C6 1.203
8 H -2.118 -0.258 -0.553  N1 1.009
9 H -2.072 -1.689 0.376  N1 1.011
10 H -0.560 1.393 -0.489  C4 1.096
11 H -0.054 1.570 1.218  C4 1.093
12 H 2.720 0.041 -1.249  C6 1.095

Summary:
* HOMO: -10.2 eV
* gap between HOMO and LUMO: 10.982 eV
* LUMO energy: 0.0302 Eh
* energy: -10824.996 eV